one | {
  "formula": "CHNO3",
  "method": "ωB97M-V/def2-TZVPD",
  "spin_multiplicity": 1,
  "mol_weight_da": 75.02,
  "orbital_gap_ha": 0.38615,
  "symbols": ["O", "O", "O", "N", "C", "H"],
  "xyz": [[2.249, 0.220, 1.014], [0.025, -1.694, -0.352], [2.197, -0.083, -1.042], [1.705, -0.116, 0.037], [0.343, -0.801, 0.283], [-0.234, -0.237, 0.899]],
  "nbo_charge": [-0.359, -0.398, -0.346, 0.458, 0.500, 0.144]
}

***

two | {
  "formula": "CHNO3",
  "method": "ωB97M-V/def2-TZVPD",
  "spin_multiplicity": 1,
  "mol_weight_da": 75.02,
  "orbital_gap_ha": [0.34139, 0.34242],
  "symbols": ["O", "O", "O", "N", "C", "H"],
  "xyz": [[1.745, 1.468, -0.307], [-1.858, -0.657, -0.208], [1.170, -0.521, 0.665], [-1.396, 0.376, 0.348], [1.453, 0.486, 0.198], [-1.113, -1.151, -0.696]],
  "nbo_charge": [-0.504, -0.449, -0.532, -0.015, 1.033, 0.466]
}

***

Among the structures above, stability is greatest for two.